Entry from OMol25: 2 unconnected molecules or ions with the total composition C19H42N5O (the ωB97M-V functional and the def2-TZVPD basis).

Results
**F_max**: 0.491 eV Å⁻¹
**Charge**: +1
**Calculated total energy**: -29874.62855 eV
**Gap between HOMO and LUMO**: 0.34408 Eh
**Molecular weight**: 356.6 u
**E_HOMO**: -11.778 eV

Atoms and positions in Å:
C: -5.84 -1.14 -3.46
O: -4.77 -0.77 -2.60
C: -3.56 -0.48 -3.26
C: -2.58 0.07 -2.24
C: -1.40 0.75 -2.92
C: -0.22 1.15 -2.03
C: 0.15 0.17 -0.91
C: 1.10 0.79 0.14
C: 0.94 0.17 1.54
C: 0.37 1.13 2.60
C: -1.06 0.76 3.04
N: -1.93 1.92 3.18
C: -2.41 2.50 4.26
N: -3.15 3.56 4.00
C: -3.13 3.65 2.67
N: -3.73 4.60 1.96
N: -4.57 5.53 2.65
N: -2.40 2.67 2.12
C: -2.10 2.40 0.73
H: -5.47 -1.38 -4.46
H: -6.55 -0.32 -3.53
H: -6.34 -2.01 -3.06
H: -3.73 0.23 -4.07
H: -3.14 -1.40 -3.68
H: -3.14 0.78 -1.62
H: -2.26 -0.76 -1.62
H: -1.78 1.67 -3.38
H: -1.07 0.13 -3.75
H: -0.39 2.15 -1.63
H: 0.66 1.25 -2.67
H: 0.67 -0.67 -1.37
H: -0.72 -0.22 -0.40
H: 2.13 0.63 -0.18
H: 0.94 1.87 0.19
H: 0.33 -0.73 1.48
H: 1.91 -0.16 1.88
H: 0.99 1.14 3.49
H: 0.36 2.15 2.21
H: -1.05 0.33 4.03
H: -1.54 0.07 2.35
H: -2.21 2.13 5.25
H: -3.64 4.68 0.97
H: -3.98 6.08 3.26
H: -4.92 6.17 1.95
H: -2.96 2.67 0.14
H: -1.23 2.97 0.41
H: -1.93 1.34 0.58
C: 4.54 -5.31 -1.00
C: 5.30 -4.39 -0.05
C: 4.39 -3.55 0.84
C: 3.46 -2.60 0.08
C: 4.16 -1.60 -0.84
C: 5.08 -0.64 -0.10
H: 3.92 -4.75 -1.70
H: 5.23 -5.92 -1.59
H: 3.89 -5.99 -0.45
H: 5.97 -3.74 -0.63
H: 5.95 -5.00 0.59
H: 5.01 -2.98 1.54
H: 3.78 -4.22 1.45
H: 2.87 -2.04 0.82
H: 2.74 -3.18 -0.50
H: 3.39 -1.02 -1.36
H: 4.72 -2.12 -1.61
H: 4.54 -0.08 0.67
H: 5.53 0.08 -0.78
H: 5.90 -1.16 0.39